Record 1
{
  "formula": "C46H50AsBIN5O3S3W",
  "method": "wB97M-V/def2-TZVPD",
  "gap_ev": 6.52,
  "e_lumo_ev": -1.22,
  "symbols": ["W", "S", "C", "C", "N", "C", "S", "C", "N", "I", "C", "H", "H", "N", "C", "S", "C", "C", "C", "N", "C", "C", "H", "H", "H", "H", "H", "H", "C", "O", "H", "H", "H", "C", "C", "C", "C", "C", "C", "C", "C", "O", "B", "O", "C", "C", "H", "H", "H", "H", "H", "H", "H", "H", "H", "H", "H", "H", "C", "C", "C", "C", "C", "C", "As", "N", "C", "C", "C", "C", "C", "C", "C", "C", "C", "C", "C", "C", "C", "C", "C", "C", "C", "C", "H", "H", "H", "H", "H", "H", "H", "H", "H", "H", "H", "H", "H", "H", "H", "H", "H", "H", "H", "H", "H", "H", "H", "H", "H", "H", "H"],
  "positions_angstrom": [[-0.779, 0.892, 0.662], [-0.242, 2.919, 1.981], [-1.312, 4.312, 1.862], [-0.900, 5.549, 2.511], [-0.571, 6.489, 3.080], [-2.382, 4.137, 1.036], [-2.555, 2.523, 0.308], [-3.368, 5.139, 0.697], [-4.217, 5.869, 0.386], [-1.489, -1.823, 3.560], [-1.360, 0.177, 2.679], [-0.645, 0.689, 3.291], [-2.315, 0.626, 2.866], [-1.989, 1.044, -6.774], [-0.874, 0.633, -6.129], [0.474, 0.076, -6.839], [-0.897, 0.801, -4.640], [-0.364, -0.208, -3.851], [-0.433, -0.082, -2.466], [-1.003, 0.957, -1.834], [-1.446, 1.963, -2.610], [-1.395, 1.930, -3.982], [-1.984, 0.958, -7.779], [-2.863, 1.169, -6.312], [0.093, -1.094, -4.246], [-0.024, -0.906, -1.883], [-1.930, 2.807, -2.110], [-1.642, 2.848, -4.510], [-0.701, -2.241, 0.080], [-0.374, -0.880, 0.108], [0.216, -2.822, 0.305], [-1.122, -2.541, -0.888], [-1.432, -2.456, 0.859], [-6.598, -5.454, -0.403], [-6.826, -4.160, -1.183], [-6.306, -4.380, -2.607], [-8.313, -3.880, -1.238], [-6.092, -3.012, -0.496], [-6.448, -2.602, 0.795], [-5.773, -1.611, 1.523], [-4.692, -1.088, 0.856], [-3.765, -0.146, 1.316], [-2.798, -0.058, 0.313], [-3.142, -0.860, -0.754], [-4.320, -1.487, -0.375], [-4.979, -2.438, -1.093], [-7.108, -6.266, -0.849], [-6.948, -5.312, 0.613], [-5.536, -5.712, -0.330], [-6.785, -5.230, -3.068], [-5.256, -4.583, -2.635], [-6.519, -3.498, -3.223], [-8.810, -4.563, -1.911], [-8.589, -2.888, -1.602], [-8.824, -4.005, -0.271], [-7.289, -3.083, 1.223], [-6.060, -1.306, 2.517], [-4.607, -2.685, -2.095], [5.479, 3.915, 5.003], [4.763, 2.932, 4.139], [5.326, 2.467, 2.965], [4.653, 1.571, 2.150], [5.410, 1.038, 0.983], [3.339, 1.190, 2.484], [2.028, 0.333, 1.194], [1.162, 1.415, -0.050], [1.643, 2.603, -0.649], [0.874, 3.712, -1.038], [1.496, 4.858, -1.559], [2.866, 4.899, -1.768], [3.637, 3.804, -1.426], [3.022, 2.662, -0.866], [3.130, -1.118, 0.397], [3.506, -1.244, -0.931], [3.067, -0.349, -2.055], [4.406, -2.236, -1.273], [4.934, -3.090, -0.334], [6.018, -4.112, -0.659], [4.451, -3.049, 0.965], [3.546, -2.082, 1.327], [2.970, -2.166, 2.731], [2.810, 1.567, 3.749], [1.515, 0.981, 4.225], [3.540, 2.405, 4.551], [6.545, 3.743, 5.002], [5.128, 3.878, 6.016], [5.345, 4.944, 4.608], [6.281, 2.841, 2.624], [5.744, 1.853, 0.366], [4.862, 0.336, 0.364], [6.260, 0.529, 1.434], [-0.199, 3.752, -0.931], [0.856, 5.671, -1.835], [3.309, 5.800, -2.159], [4.699, 3.791, -1.606], [3.656, 1.851, -0.538], [2.202, 0.260, -1.789], [2.786, -0.945, -2.932], [3.857, 0.300, -2.338], [4.737, -2.285, -2.297], [6.117, -4.251, -1.738], [5.723, -5.057, -0.208], [6.939, -3.767, -0.262], [4.757, -3.822, 1.672], [3.363, -3.039, 3.242], [1.902, -2.352, 2.678], [3.161, -1.294, 3.334], [1.282, 0.011, 3.806], [0.661, 1.610, 3.960], [1.524, 0.933, 5.305], [3.119, 2.657, 5.526]],
  "lowdin_charge": [1.257, 0.733, -0.615, -0.229, 0.173, -0.613, 0.756, -0.238, 0.163, 0.795, -0.760, -0.123, -0.030, 0.102, -0.853, 0.712, -0.231, -0.012, -0.097, -0.002, -0.137, 0.005, 0.100, 0.104, 0.101, 0.103, 0.071, 0.127, -0.177, -0.566, 0.099, 0.093, 0.003, -0.040, -0.560, -0.067, -0.057, -0.162, -0.013, 0.053, -0.185, 0.069, -0.765, 0.145, -0.189, 0.066, 0.072, 0.078, 0.097, 0.082, 0.070, 0.097, 0.078, 0.093, 0.087, 0.098, 0.126, 0.129, -0.047, -0.255, -0.014, -0.270, -0.050, -0.209, 1.377, -0.439, -0.377, -0.066, -0.075, -0.107, -0.066, -0.056, -0.275, -0.284, -0.042, -0.017, -0.251, -0.034, -0.018, -0.276, -0.053, -0.287, -0.112, -0.010, 0.074, 0.069, 0.100, 0.126, 0.080, 0.041, 0.100, 0.058, 0.098, 0.097, 0.098, 0.056, 0.040, 0.093, 0.076, 0.121, 0.078, 0.079, 0.068, 0.125, 0.079, 0.054, 0.057, 0.015, 0.005, 0.091, 0.126]
}

=====

Record 2
{
  "formula": "C46H50BrIrN8O5S",
  "method": "wB97M-V/def2-TZVPD",
  "total_charge": 1,
  "spin_multiplicity": 2,
  "gap_ev": [6.82, 5.46],
  "e_lumo_ev": [-3.52, -4.76],
  "symbols": ["Ir", "C", "C", "C", "C", "N", "C", "N", "C", "N", "C", "N", "C", "C", "C", "C", "C", "N", "C", "C", "C", "C", "C", "C", "H", "H", "H", "H", "H", "H", "H", "H", "H", "H", "H", "H", "C", "C", "C", "C", "C", "C", "C", "Br", "C", "O", "C", "C", "C", "C", "C", "C", "H", "H", "H", "H", "H", "H", "H", "H", "H", "H", "H", "H", "H", "H", "H", "H", "H", "H", "H", "H", "C", "C", "C", "C", "C", "C", "C", "S", "O", "O", "N", "C", "C", "C", "O", "O", "H", "H", "H", "H", "H", "H", "H", "H", "H", "H", "H", "H", "C", "N", "C", "C", "N", "C", "H", "H", "H", "H", "H", "H"],
  "positions_angstrom": [[-0.247, -0.154, 0.380], [-2.508, -2.408, 3.299], [-1.615, -3.242, 3.962], [-0.278, -3.082, 3.717], [0.169, -2.118, 2.805], [-0.694, -1.344, 2.125], [-2.016, -1.500, 2.401], [1.535, -1.982, 2.736], [2.118, -1.111, 2.015], [1.613, -0.236, 1.053], [2.661, 0.521, 0.558], [2.674, 1.433, -0.332], [1.597, 1.869, -1.045], [1.904, 2.926, -1.922], [0.958, 3.462, -2.747], [-0.326, 2.925, -2.693], [-0.580, 1.912, -1.813], [0.342, 1.369, -0.969], [3.894, 0.126, 1.249], [5.184, 0.607, 1.133], [6.147, 0.005, 1.931], [5.819, -1.034, 2.807], [4.516, -1.499, 2.921], [3.568, -0.890, 2.118], [-3.574, -2.457, 3.469], [-1.963, -3.986, 4.666], [0.479, -3.665, 4.219], [-2.688, -0.827, 1.908], [2.923, 3.281, -1.897], [1.203, 4.271, -3.421], [-1.126, 3.289, -3.321], [-1.570, 1.505, -1.771], [5.418, 1.424, 0.464], [7.172, 0.348, 1.881], [6.597, -1.476, 3.415], [4.246, -2.290, 3.607], [-7.036, -4.559, -1.984], [-6.675, -3.081, -1.828], [-7.640, -2.453, -0.813], [-6.852, -2.392, -3.188], [-5.235, -2.893, -1.350], [-4.751, -1.618, -1.108], [-3.444, -1.483, -0.686], [-2.797, 0.263, -0.272], [-2.538, -2.516, -0.487], [-1.293, -2.292, -0.095], [-3.037, -3.826, -0.707], [-4.356, -3.956, -1.132], [-2.157, -5.058, -0.472], [-0.964, -5.024, -1.432], [-1.650, -5.072, 0.977], [-2.916, -6.365, -0.711], [-8.071, -4.642, -2.317], [-6.948, -5.100, -1.040], [-6.410, -5.054, -2.729], [-8.673, -2.609, -1.130], [-7.483, -1.377, -0.715], [-7.515, -2.904, 0.173], [-7.886, -2.486, -3.527], [-6.204, -2.846, -3.940], [-6.614, -1.328, -3.133], [-5.372, -0.741, -1.232], [-4.728, -4.954, -1.296], [-0.372, -4.128, -1.261], [-1.302, -5.030, -2.471], [-0.332, -5.902, -1.271], [-1.011, -4.214, 1.182], [-1.077, -5.984, 1.160], [-2.489, -5.053, 1.677], [-3.261, -6.456, -1.743], [-3.775, -6.466, -0.046], [-2.245, -7.203, -0.515], [-3.464, 6.817, 2.372], [-2.076, 6.238, 2.395], [-1.628, 5.430, 1.348], [-0.364, 4.873, 1.371], [0.470, 5.118, 2.457], [0.054, 5.926, 3.502], [-1.217, 6.483, 3.461], [2.033, 4.301, 2.532], [2.638, 4.395, 1.234], [2.694, 4.747, 3.721], [1.694, 2.716, 2.716], [1.007, 2.197, 3.899], [-0.522, 2.255, 3.879], [-1.239, 1.641, 2.690], [-2.429, 1.450, 2.684], [-0.452, 1.387, 1.634], [-3.779, 7.045, 1.355], [-3.519, 7.731, 2.962], [-4.181, 6.108, 2.790], [-2.284, 5.241, 0.506], [-0.018, 4.251, 0.553], [0.723, 6.109, 4.332], [-1.547, 7.118, 4.274], [1.315, 2.332, 1.861], [1.385, 2.746, 4.761], [1.327, 1.158, 4.020], [-0.887, 3.281, 3.961], [-0.905, 1.722, 4.751], [2.697, -3.843, -2.551], [1.721, -2.798, -2.272], [0.824, -2.265, -3.163], [0.130, -1.313, -2.489], [0.618, -1.246, -1.206], [1.555, -2.173, -1.101], [2.353, -4.420, -3.405], [2.774, -4.502, -1.689], [3.670, -3.410, -2.773], [0.752, -2.610, -4.179], [-0.660, -0.673, -2.838], [2.123, -2.405, -0.216]],
  "mulliken_spin": [0.472, -0.002, 0.001, -0.001, -0.010, 0.018, 0.009, 0.011, -0.022, 0.006, 0.018, 0.002, -0.001, 0.004, -0.002, 0.002, -0.010, -0.030, -0.005, -0.005, 0.001, 0.000, 0.001, 0.005, 0.000, 0.000, 0.000, 0.004, 0.000, 0.000, 0.000, 0.001, 0.000, 0.000, 0.000, 0.000, 0.001, 0.000, 0.000, -0.001, 0.002, 0.001, -0.022, 0.030, 0.012, 0.422, -0.014, 0.007, 0.024, 0.010, 0.002, 0.000, 0.000, 0.000, 0.000, 0.000, 0.000, 0.000, 0.000, 0.000, 0.000, 0.001, -0.002, -0.005, 0.000, 0.000, 0.000, 0.000, 0.000, 0.000, 0.000, 0.000, 0.000, 0.000, 0.000, 0.001, 0.000, 0.000, 0.000, 0.000, 0.000, 0.000, 0.001, -0.001, -0.001, -0.009, 0.005, 0.074, 0.000, 0.000, 0.000, 0.000, -0.002, 0.000, 0.000, -0.007, 0.000, -0.001, 0.000, 0.000, 0.000, 0.000, 0.000, -0.015, 0.036, -0.022, 0.000, 0.000, 0.000, 0.001, 0.006, -0.001]
}

=====

Q: Which ΔE to the lowest compared entry with this formula, charge and spin values were calculated for the entries above? A: 0.04, 61.83, in kcal per mole.
Q: Which largest force on an atom values were calculated for the entries above? A: 2.3, 1.1, in eV Å⁻¹.